DFT (ωB97M-V/def2-TZVPD) results for C15H24N6O6Sc as an isolated structure at a distorted geometry.

XYZ file:
```
52
Properties=species:S:1:pos:R:3:lowdin_charge:R:1
O -0.01 0.17 -3.29 -0.098
H -0.17 0.14 -4.25 0.126
Sc -0.10 0.09 -0.76 1.058
N 0.12 2.21 -0.25 -0.287
N 1.89 0.70 -1.27 -0.198
N -1.75 -1.16 -0.01 -0.075
N 0.22 -1.93 -1.43 -0.045
O -0.86 2.87 0.28 -0.165
O -2.78 -0.82 0.91 -0.007
O 1.29 -2.31 -2.20 0.014
O 2.66 -0.16 -1.87 -0.156
C 2.26 2.00 -1.18 -0.249
C 1.30 2.84 -0.56 -0.272
C -1.81 -2.44 -0.41 -0.230
C -0.74 -2.85 -1.27 -0.223
C 1.50 4.27 -0.26 -0.016
H 2.19 4.40 0.59 0.103
H 0.53 4.70 0.00 0.080
H 1.92 4.80 -1.13 0.094
C 3.57 2.45 -1.72 -0.006
H 3.56 2.52 -2.81 0.103
H 4.37 1.76 -1.43 0.093
H 3.81 3.45 -1.33 0.078
C -2.84 -3.35 0.11 0.028
C -0.61 -4.21 -1.85 0.019
H -3.74 -2.78 0.34 0.099
H -2.49 -3.83 1.03 0.126
H -3.07 -4.14 -0.61 0.096
H -0.09 -4.19 -2.81 0.102
H -1.59 -4.66 -2.01 0.086
H -0.06 -4.88 -1.17 0.120
H -2.41 -0.13 1.49 0.120
H 1.91 -1.49 -2.15 0.055
C -1.24 0.69 -2.60 -0.096
H -0.98 1.59 -2.00 0.083
H -1.73 -0.12 -2.01 0.074
H -2.03 1.04 -3.30 0.140
O -4.32 2.47 0.51 -0.059
H -4.24 1.50 0.51 0.008
H -3.51 2.76 0.05 0.020
N 1.37 -0.73 6.91 0.198
C 1.20 -0.60 5.75 -0.140
C 0.98 -0.43 4.34 -0.198
C 0.65 -1.53 3.54 0.026
C 0.46 -1.32 2.17 -0.098
N 0.50 -0.10 1.60 0.010
C 0.83 0.95 2.39 -0.066
C 1.09 0.83 3.76 0.035
H 0.54 -2.53 3.95 0.130
H 0.25 -2.16 1.50 0.107
H 0.86 1.92 1.91 0.110
H 1.34 1.72 4.34 0.142
```

Results
E_HOMO (alpha / beta) (Ha): -0.3697 / -0.3685
Energy relative to the best compared isomer or geometry (same formula, charge and spin) (eV): 0.341
2S+1: 1
Charge: +1
Energy (eV): -57859.05051
Frontier orbital gap (alpha / beta) (eV): 4.80 / 4.77